Entry 1:
The following is a quantum chemistry calculation of 7 unconnected molecules or ions with the total composition C10H34O10 at a distorted geometry, from the OMol25 dataset.

The geometry in ORCA input format:
```
! RIJCOSX wB97M-V def2-TZVPD def2/J DEFGRID3
* xyz 1 2
C 15.2883 0.0856 25.5442
O 15.4167 -0.0597 26.9892
H 14.2356 0.2015 25.2861
H 15.6882 1.0413 25.2052
H 15.9041 -0.6522 25.0298
H 16.3641 0.0589 27.0888
C 10.3483 0.2910 27.7587
O 11.3752 0.3948 26.8284
H 9.3664 0.4167 27.3026
H 10.2739 -0.6719 28.2641
H 10.5042 0.9394 28.6209
H 12.1241 0.0071 27.2871
C 9.7272 -0.0371 31.2719
O 10.2624 -1.0263 32.2188
H 8.6384 0.0148 31.2793
H 10.1068 0.9698 31.4456
H 10.0430 -0.4743 30.3246
H 10.6736 -1.7641 31.7626
C 12.2598 3.6160 28.8346
O 12.4599 3.1740 27.4864
H 11.1882 3.7443 28.9875
H 12.5878 2.8661 29.5544
H 12.7436 4.5415 29.1467
H 12.2192 2.2818 27.2264
C 11.5034 1.7451 23.4213
C 10.0790 2.2487 23.2264
O 10.0839 3.6431 23.1196
O 12.5985 1.9496 22.4592
H 11.3630 0.6644 23.4445
H 11.8402 2.0847 24.4007
H 9.4147 1.8937 24.0143
H 9.5890 1.9335 22.3052
H 10.1689 3.8402 24.0553
H 12.9027 2.8365 22.2532
C 12.9526 -2.6165 27.6238
C 14.1232 -3.6762 27.8461
O 15.1020 -3.3262 26.8708
O 13.2149 -1.3241 28.0666
H 11.9773 -2.9845 27.9422
H 12.7017 -2.4712 26.5731
H 13.6799 -4.6502 27.6385
H 14.3411 -3.6558 28.9139
H 15.8005 -3.9750 26.9846
H 13.9911 -0.8944 27.6997
C 9.3004 -4.8943 30.4317
C 9.9860 -3.8102 29.6571
O 11.1657 -3.3325 30.2374
O 8.8264 -4.4492 31.6159
H 9.9170 -5.7705 30.6324
H 8.3599 -5.2515 30.0122
H 9.3005 -2.9837 29.4697
H 10.0290 -4.2124 28.6450
H 11.5536 -4.0449 30.7510
H 9.5449 -4.6018 32.2340
*
```

Values from the calculation:
LUMO level (spin up / spin down): -2.86 / -9.83 eV
frontier orbital gap (spin up / spin down): 0.330 / 0.073 Ha

Löwdin population analysis, charges in e, atoms 1 to 4: -0.10, -0.13, 0.07, 0.07

=====

Entry 2:
The following is a quantum chemistry calculation of C3H2Cl3NO in the gas phase at a distorted geometry, from the OMol25 dataset.

The geometry in ORCA input format:
```
! RIJCOSX wB97M-V def2-TZVPD def2/J DEFGRID3
* xyz 0 1
C 0.1888 -1.3955 -0.7977
C -0.5254 -0.3613 -0.2094
C 0.6264 0.5296 0.7726
N 0.8078 -2.1525 -1.4354
O -1.1211 0.3961 -1.1549
Cl 1.7210 1.2849 -0.4219
Cl 1.5071 -0.5705 1.8421
Cl -0.3679 1.7591 1.5437
H -1.2156 -0.7006 0.5634
H -1.6210 1.2107 -0.7024
*
```

Values from the calculation:
LUMO level: 0.14 eV
structure (SMILES): N#C[C@H](O)C(Cl)(Cl)Cl
frontier orbital gap: 0.404 Ha

Löwdin population analysis, charges in e, atoms 1 to 4: -0.25, -0.54, -1.52, 0.21

=====

Entry 3:
The following is a quantum chemistry calculation of 12 unconnected molecules or ions with the total composition C78H173N7O12 at a distorted geometry, from the OMol25 dataset.

The geometry in ORCA input format:
```
! RIJCOSX wB97M-V def2-TZVPD def2/J DEFGRID3
* xyz 0 1
C 3.2435 0.3429 5.3258
C 3.5663 -0.3081 3.9800
C 2.2928 -0.7060 3.2294
O 4.3728 0.5902 3.2030
H 4.0931 0.9392 5.6584
H 2.9719 -0.4551 6.0167
H 2.3861 1.0020 5.1894
H 4.1810 -1.1196 4.3695
H 1.5370 -1.1329 3.8887
H 2.6192 -1.4440 2.4967
H 1.9117 0.2012 2.7605
H 4.5708 0.1662 2.3648
C -1.8140 6.2653 0.0971
C -1.1159 5.7737 -1.1710
C -1.9806 4.8618 -2.1206
O -0.8373 6.8781 -1.9402
H -1.2470 7.0982 0.5128
H -1.8963 5.4654 0.8329
H -2.7415 6.6631 -0.3150
H -0.1582 5.3061 -0.9424
H -2.5913 5.4549 -2.8013
H -2.6777 4.1651 -1.6549
H -1.2982 4.2809 -2.7410
H 0.0038 6.6577 -2.3472
C 3.7690 -1.2257 -0.9835
C 5.0223 -0.5749 -0.1514
C 5.0325 0.9066 -0.1204
O 5.0524 -1.1168 1.1796
H 2.8693 -0.7612 -0.5797
H 3.6666 -2.2748 -0.7060
H 3.7288 -1.1616 -2.0709
H 5.9139 -0.9655 -0.6418
H 5.1092 1.2403 -1.1552
H 5.9640 1.2401 0.3370
H 4.2142 1.3696 0.4310
H 5.3946 -2.0135 1.1593
C 0.4933 -5.6729 2.7661
C 0.9185 -5.9746 4.1871
C 0.4413 -4.8852 5.1789
O 0.2873 -7.1108 4.5468
H 1.1912 -4.9280 2.3838
H -0.5180 -5.2800 2.6613
H 0.6310 -6.5534 2.1385
H 2.0056 -6.0248 4.2482
H -0.6347 -4.8386 5.0115
H 0.8711 -3.9366 4.8572
H 0.6455 -5.0972 6.2284
H 0.5619 -7.4292 5.4098
C -0.5418 -6.7612 -0.1876
C -0.9732 -7.0804 -1.6192
C -0.8925 -5.8389 -2.4824
O 0.0000 -8.0313 -2.0653
H 0.5234 -6.9480 -0.0507
H -1.1644 -7.2617 0.5540
H -0.5840 -5.7584 0.2375
H -1.9617 -7.5394 -1.6287
H 0.0684 -5.3251 -2.4538
H -1.6002 -5.1290 -2.0543
H -1.1040 -6.0494 -3.5308
H 0.1345 -8.7157 -1.4057
C 0.0699 5.9797 3.1249
C 1.6192 6.2221 2.9139
C 1.7215 7.3064 1.8476
C 1.4297 8.7067 2.3794
C 2.3754 8.9802 3.5638
C 2.3381 7.9407 4.6820
N 2.3748 6.5737 4.1320
O 2.2771 5.6558 5.1088
C 3.6023 8.2807 5.4985
C 1.0301 8.2614 5.5340
C 2.2719 4.9357 2.3579
H -0.4371 6.9223 3.3307
H -0.0659 5.3284 3.9883
H -0.3468 5.5317 2.2228
H 2.7242 7.2785 1.4211
H 1.1377 7.2375 0.9297
H 0.3857 8.8184 2.6720
H 1.6282 9.4470 1.6043
H 2.1488 9.9598 3.9849
H 3.3852 9.0740 3.1644
H 3.5613 9.2284 6.0354
H 3.7260 7.4965 6.2454
H 4.5290 8.2066 4.9294
H 0.2493 7.6211 5.1236
H 1.2726 8.0309 6.5714
H 0.6560 9.2779 5.4125
H 3.3253 5.0827 2.1194
H 1.7435 4.4946 1.5128
H 2.2714 4.1680 3.1317
H 3.1902 5.3640 5.1613
C -2.5346 -2.6813 -6.8341
C -3.9133 -3.4764 -6.8396
C -3.6201 -4.8320 -6.2096
C -3.4916 -4.7432 -4.6924
C -4.7578 -4.1138 -4.1360
C -5.1848 -2.7454 -4.7802
N -5.0511 -2.8010 -6.2288
O -5.4683 -1.6592 -6.8915
C -6.6435 -2.5456 -4.4442
C -4.3383 -1.6118 -4.0670
C -4.3192 -3.8496 -8.3295
H -1.7948 -2.9821 -7.5759
H -2.1029 -2.8351 -5.8452
H -2.5133 -1.6081 -7.0236
H -4.4007 -5.5071 -6.5604
H -2.6720 -5.2683 -6.5241
H -2.6206 -4.2573 -4.2526
H -3.3512 -5.7706 -4.3564
H -4.6221 -4.0196 -3.0586
H -5.5942 -4.8050 -4.2394
H -7.2304 -3.3909 -4.8036
H -6.8760 -2.4611 -3.3827
H -7.1221 -1.7190 -4.9695
H -4.5378 -1.5280 -2.9987
H -3.2549 -1.7171 -4.1254
H -4.5452 -0.6354 -4.5051
H -5.3112 -4.2770 -8.4759
H -3.5144 -4.4411 -8.7658
H -4.2457 -2.9078 -8.8734
H -6.3014 -1.9772 -7.2470
C -4.6620 -5.8703 2.1316
C -4.2415 -5.1747 3.4822
C -3.2306 -4.0519 3.1131
C -3.9010 -2.8379 2.4570
C -5.0309 -2.2913 3.4065
C -6.1011 -3.3202 3.7104
N -5.5202 -4.6569 4.1250
O -6.5315 -5.6169 4.3900
C -6.9751 -2.7651 4.8719
C -7.0548 -3.4354 2.4783
C -3.5627 -6.2187 4.3907
H -4.8635 -5.1924 1.3021
H -5.5233 -6.4973 2.3622
H -3.8093 -6.5078 1.8984
H -2.7961 -3.6972 4.0477
H -2.4984 -4.4923 2.4362
H -4.3946 -3.0289 1.5041
H -3.1044 -2.1555 2.1604
H -5.4728 -1.4754 2.8346
H -4.5268 -1.8008 4.2392
H -6.4138 -2.6347 5.7972
H -7.4183 -1.8453 4.4902
H -7.7427 -3.4808 5.1661
H -7.9025 -4.0845 2.6977
H -7.3801 -2.4472 2.1533
H -6.5118 -3.9004 1.6555
H -2.6882 -6.5685 3.8421
H -4.1804 -7.0829 4.6353
H -3.4334 -5.7276 5.3552
H -6.4980 -5.6754 5.3476
C -2.1534 2.4844 5.3809
C -2.7148 1.2498 6.1111
C -2.4824 0.0546 5.2478
C -1.0128 -0.4530 5.2277
C -0.4574 -0.6809 6.6142
C -0.7368 0.5207 7.5811
N -2.0935 1.0594 7.4643
O -2.3963 2.0026 8.4381
C -0.5667 -0.0534 8.9520
C 0.3832 1.6474 7.3552
C -4.2503 1.4131 6.3626
H -2.0755 3.3430 6.0478
H -2.8305 2.9228 4.6478
H -1.1854 2.2756 4.9255
H -3.0862 -0.7750 5.6157
H -2.7346 0.2392 4.2036
H -0.4309 0.1655 4.5444
H -0.9536 -1.4245 4.7371
H 0.6092 -0.8936 6.5421
H -0.9793 -1.6041 6.8660
H -1.5234 -0.4328 9.3110
H 0.1959 -0.8049 9.1564
H -0.3910 0.7592 9.6569
H 1.3869 1.2236 7.3873
H 0.3284 2.0180 6.3316
H 0.3426 2.4838 8.0529
H -4.6831 0.6285 6.9833
H -4.8205 1.5084 5.4385
H -4.4374 2.3745 6.8411
H -3.0163 1.5088 8.9798
C 3.3008 7.0537 -2.3345
C 3.2124 6.3657 -3.6706
C 4.5680 6.1570 -4.3034
C 5.3755 5.0281 -3.6746
C 4.5561 3.7131 -3.7896
C 3.1017 3.7722 -3.2024
N 2.5043 5.0886 -3.5573
O 1.1425 5.1793 -3.3887
C 2.2174 2.6252 -3.7743
C 3.1982 3.5643 -1.6872
C 2.5183 7.2148 -4.8237
H 3.8877 6.4493 -1.6429
H 2.3218 7.1627 -1.8678
H 3.6965 8.0638 -2.4408
H 4.4033 5.8484 -5.3358
H 5.1288 7.0901 -4.3571
H 5.5527 5.3141 -2.6379
H 6.3425 5.0907 -4.1738
H 5.1560 2.9468 -3.2987
H 4.5568 3.4143 -4.8378
H 2.6121 1.6458 -3.5042
H 1.2255 2.7337 -3.3356
H 2.1464 2.6345 -4.8620
H 4.2151 3.5002 -1.2999
H 2.6511 4.2701 -1.0622
H 2.7092 2.6216 -1.4416
H 3.0965 8.0305 -5.2577
H 1.5520 7.5923 -4.4891
H 2.3367 6.7197 -5.7776
H 0.8170 4.8431 -4.2270
C 2.4787 -2.7370 -4.2389
C 3.3317 -2.3269 -5.4552
C 4.5082 -1.4993 -4.8134
C 5.6788 -1.2637 -5.8425
C 6.2242 -2.5695 -6.4268
C 5.1028 -3.3938 -7.1084
N 3.9384 -3.5091 -6.1513
O 2.9155 -4.3690 -6.5983
C 4.7641 -2.7961 -8.4744
C 5.6891 -4.7553 -7.4539
C 2.4291 -1.4104 -6.3619
H 1.6405 -3.3739 -4.5216
H 2.1117 -1.8312 -3.7563
H 2.9561 -3.3461 -3.4713
H 4.1917 -0.5024 -4.5065
H 4.9524 -1.8688 -3.8891
H 6.4849 -0.8080 -5.2675
H 5.3677 -0.6583 -6.6939
H 6.6600 -3.1960 -5.6485
H 7.0087 -2.2450 -7.1104
H 4.6882 -1.7087 -8.4724
H 5.5442 -3.0444 -9.1941
H 3.8615 -3.2322 -8.9024
H 4.9383 -5.4609 -7.8095
H 6.5025 -4.7053 -8.1778
H 6.0983 -5.1952 -6.5445
H 2.0572 -0.5256 -5.8453
H 1.5696 -1.9669 -6.7356
H 3.0108 -1.0742 -7.2202
H 3.0103 -4.9983 -5.8796
C -0.1329 1.9530 1.1573
C -0.8495 1.0316 0.1368
C -0.2179 1.3534 -1.2328
C -0.6222 0.5159 -2.4019
C -0.2116 -0.9594 -2.0927
C -0.7001 -1.5055 -0.7183
N -0.4592 -0.3860 0.3443
O -0.9306 -0.8084 1.6294
C -2.2188 -1.8855 -0.9185
C 0.1049 -2.6756 -0.2479
C -2.4020 1.2357 0.2092
H -0.5441 1.8774 2.1639
H -0.1649 3.0123 0.9021
H 0.9257 1.7211 1.2738
H -0.5178 2.3660 -1.5027
H 0.8554 1.3565 -1.0429
H -0.3196 0.8496 -3.3945
H -1.7047 0.5881 -2.5064
H 0.8547 -1.1108 -2.2605
H -0.6592 -1.5956 -2.8562
H -2.8190 -1.8484 -0.0095
H -2.7810 -1.3187 -1.6607
H -2.3041 -2.8876 -1.3388
H -0.3388 -3.2200 0.5856
H 0.1993 -3.4837 -0.9734
H 1.1192 -2.3320 -0.0449
H -2.7576 0.8907 1.1800
H -2.8820 0.8859 -0.7048
H -2.6430 2.2982 0.2416
H -0.1495 -1.1910 2.0356
*
```

Values from the calculation:
LUMO level: 0.23 eV
structure (SMILES): CC1(C)CCCC(C)(C)N1O.CC1(C)CCCC(C)(C)N1O.CC1(C)CCCC(C)(C)N1O.CC1(C)CCCC(C)(C)N1O.CC1(C)CCCC(C)(C)N1O.CC1(C)CCCC(C)(C)N1O.CC1(C)CCCC(C)(C)N1O.CC(C)O.CC(C)O.CC(C)O.CC(C)O.CC(C)O
frontier orbital gap: 0.303 Ha

Löwdin population analysis, charges in e, atoms 1 to 4: -0.06, -0.48, -0.04, -0.06

=====

Entry 4:
The following is a quantum chemistry calculation of 10 unconnected molecules or ions with the total composition BH22O9 at a distorted geometry, from the OMol25 dataset.

The geometry in ORCA input format:
```
! RIJCOSX wB97M-V def2-TZVPD def2/J DEFGRID3
* xyz -1 1
B 0.0387 0.2802 0.1207
H -0.4245 0.1953 -0.9728
H -0.1186 1.3626 0.5222
H -0.4639 -0.5507 0.7855
H 1.1455 -0.0432 -0.0802
O -2.4547 -1.8911 -1.2220
H -1.7312 -1.3283 -0.9008
H -2.1209 -2.2611 -2.0458
O -2.8478 0.7009 1.0612
H -1.9928 0.4194 0.6940
H -3.2619 1.1983 0.3512
O -0.5455 3.9166 0.6814
H -0.0812 3.6899 -0.1395
H -0.7640 3.0656 1.0719
O 2.7193 2.0989 0.3172
H 3.2995 1.9338 -0.4304
H 2.3010 1.2451 0.4929
O 0.7226 -0.1698 3.2069
H 0.2335 0.0134 2.3906
H 1.4161 0.4954 3.2215
O -0.7167 -3.5148 0.6352
H -0.7355 -4.3371 0.1370
H -1.2469 -2.8942 0.1124
O 1.2727 -2.0463 -2.2145
H 1.4206 -2.2993 -1.2902
H 0.8750 -1.1716 -2.1470
O 0.3620 2.9920 -1.9663
H 0.1961 2.0566 -1.7721
H -0.2196 3.1961 -2.7038
O 1.6123 -2.2155 0.8249
H 1.2680 -1.3337 0.5539
H 0.8428 -2.8036 0.7049
*
```

Values from the calculation:
LUMO level: 2.74 eV
frontier orbital gap: 0.366 Ha

Löwdin population analysis, charges in e, atoms 1 to 4: -0.38, -0.01, -0.01, 0.00

=====

Calculated total energy values, unit a.u., following the record order: -1153.23969 -1626.03640 -4361.42283 -715.23332.